# 1
Molecular formula: C17H31Cl3O2P2Pt
Method: DFT, ωB97M-V with the def2-TZVPD basis set

Structure (XYZ):
```
56
Properties=species:S:1:pos:R:3:lowdin_charge:R:1
Pt 0.11633 -0.15028 -0.52458 0.806
Cl -0.69655 1.82711 3.85924 0.594
Cl 0.89287 -0.58566 4.26098 0.580
Cl 2.19716 1.99783 4.16893 0.593
P 1.95573 -1.39826 -0.74436 0.679
P -0.58094 -0.32629 -2.56655 0.615
O 1.31394 2.00358 1.33041 -0.013
O 0.72560 -0.19249 1.41227 -0.352
C 1.66160 -1.66292 -6.32757 -0.125
C -1.55337 0.96601 0.09877 -0.311
C 3.49909 -0.42895 -0.71058 -0.227
C 0.76763 -2.62896 -6.04751 -0.154
C 4.17197 -2.05239 -5.86581 -0.179
C 3.02598 -3.82825 -4.51519 -0.111
C 1.00523 0.97444 1.92940 -0.786
C 1.04949 -4.09782 -6.15066 -0.178
C 0.85379 -1.16924 -3.33283 -0.386
C 2.47041 -4.53952 -5.70795 -0.190
C 0.86509 1.02850 3.52180 -1.495
C 1.68617 -2.06820 -2.41469 -0.403
C -0.94013 1.18786 -3.45785 -0.239
C 3.80454 -2.72965 -4.58421 -0.127
C -2.01929 -1.41187 -2.75096 -0.233
C 2.10982 -2.73277 0.46325 -0.237
C 3.02278 -1.91808 -6.90090 -0.190
H -1.13488 0.97292 -4.51935 0.053
H 2.39298 -5.60664 -5.45147 0.113
H 0.40792 -1.78468 -4.11489 0.031
H 0.30330 -4.61300 -5.52141 0.113
H 1.17844 -3.31329 0.46607 0.054
H 3.00823 -2.80877 -7.54698 0.103
H 3.16318 -4.46362 -6.56084 0.102
H 4.34728 -1.00155 -1.11007 0.041
H 0.89280 -4.46117 -7.17950 0.117
H 2.68798 -2.18818 -2.82548 0.016
H -0.28521 -2.39025 -5.84255 0.101
H 4.54259 -1.04722 -5.60716 0.111
H 3.68364 -0.16891 0.34384 0.054
H -0.10971 1.89691 -3.36550 0.056
H 4.34226 -2.33367 -3.71436 0.103
H 1.49762 -0.42295 -3.82892 0.093
H 1.25102 -3.07996 -2.34204 0.096
H 3.36639 0.50152 -1.28126 0.052
H 1.39591 -0.60227 -6.23349 0.111
H -2.90018 -0.85747 -2.39817 0.049
H 5.00654 -2.57802 -6.35821 0.119
H -1.91346 0.48405 1.01845 -0.014
H 2.22712 -2.24646 1.44372 0.042
H -1.83471 1.63298 -3.00100 0.049
H 2.96580 -3.37949 0.23327 0.050
H -2.15607 -1.69150 -3.80524 0.044
H -2.33253 1.02030 -0.67441 -0.047
H -1.90697 -2.31439 -2.13513 0.052
H 2.83293 -4.33001 -3.55879 0.109
H 3.28726 -1.06103 -7.53840 0.109
H -1.15801 1.96139 0.34778 -0.013
```

## Properties
**LUMO level (alpha / beta)**: 0.284 / -2.153 eV
**DFT total energy**: -2999.27393 hartree
**Spin multiplicity**: 3
**HOMO energy (alpha / beta)**: -5.56 / -7.89 eV
**Frontier orbital gap (alpha / beta)**: 5.84 / 5.73 eV
**Maximum force**: 0.168 hartree/bohr
**Relative energy (zero: lowest compared OMol25 entry of this formula, charge and spin)**: 0.0 kJ/mol


# 2
Molecular formula: C17H31CuF5P2
Method: DFT, ωB97M-V with the def2-TZVPD basis set

Structure (XYZ):
```
56
Properties=species:S:1:pos:R:3:lowdin_charge:R:1
Cu -0.53406 -1.67699 0.68109 0.452
P 1.67625 1.87063 1.73152 0.878
P -2.01220 1.65622 -0.88320 0.979
F -1.81870 -1.20723 3.37302 -0.022
F -0.80365 0.89562 4.54781 0.084
F -3.31560 0.02280 2.23114 -0.032
F -3.04303 0.89614 4.74887 0.117
F -2.10511 2.43431 3.51467 0.083
C 0.00641 -1.22633 -2.25099 -0.168
C 2.20273 0.29671 2.72030 -0.271
C 0.94393 -3.51412 -0.60188 -0.187
C 1.38363 -1.60871 -2.67010 -0.206
C 3.24283 2.47019 1.14275 -0.357
C 1.27265 -2.28170 0.25843 -0.228
C -2.14327 2.25917 -2.60370 -0.192
C -0.18130 1.27786 -0.91404 -0.345
C -0.44182 -3.43933 -1.22389 -0.213
C -1.80269 2.39341 0.77386 -0.196
C 1.12636 1.48378 -0.10712 -0.351
C -3.23163 0.26863 -0.87721 -0.191
C 2.48768 -1.23304 -1.68549 -0.191
C -0.83375 -1.96478 -1.41902 -0.254
C -2.08696 0.02994 2.84789 -0.374
C 2.15894 -1.31122 -0.21952 -0.143
C -2.00917 1.11461 3.91445 -0.542
H 2.87638 -0.41779 2.22032 0.013
H 3.90541 1.64130 0.87963 0.047
H 2.94298 3.11458 0.30367 0.034
H -2.42623 1.50491 -3.35697 0.073
H -0.47593 -3.97692 -2.15618 0.104
H 0.00378 1.70527 -1.91474 0.058
H -4.25218 0.67300 -1.00987 0.068
H 1.37331 -0.25172 3.19645 0.022
H 1.58094 -1.10716 -3.61692 0.108
H 3.37569 -1.83556 -1.89276 0.113
H 1.77719 1.91491 -0.88340 0.074
H 1.66413 -3.64259 -1.40218 0.094
H -1.17652 -3.90830 -0.58066 0.098
H -2.88387 3.06278 -2.62531 0.049
H 1.48044 -2.64766 -2.97931 0.098
H -1.00890 3.11571 0.63805 0.050
H -1.88504 -1.68120 -1.19562 0.050
H -3.19304 -0.48355 -1.68767 0.055
H 2.90455 -0.77952 0.41242 0.086
H 2.84736 -0.22779 -1.94298 0.107
H -3.29465 -0.30505 0.04688 0.032
H 0.96193 -2.33380 1.33617 0.092
H 2.73287 0.83155 3.53233 0.032
H -1.42742 1.55151 1.33240 -0.010
H -1.20100 2.69976 -2.96207 0.054
H -2.71538 2.86344 1.12038 0.057
H -0.32334 0.20998 -1.05405 -0.003
H 1.01868 -4.40001 0.00357 0.108
H 1.51229 0.47978 0.01134 -0.019
H -0.34020 -0.35436 -2.82731 0.092
H 3.50725 3.07795 2.02476 0.033
```

## Properties
**LUMO level (alpha / beta)**: 0.012 / 0.007 eV
**DFT total energy**: -3488.45734 hartree
**Spin multiplicity**: 2
**HOMO energy (alpha / beta)**: -4.87 / -6.16 eV
**Frontier orbital gap (alpha / beta)**: 4.88 / 6.17 eV
**Maximum force**: 0.095 hartree/bohr
**Relative energy (zero: lowest compared OMol25 entry of this formula, charge and spin)**: 312.0 kJ/mol


# 3
Molecular formula: C17H31CuN7O3PSSe
Method: DFT, ωB97M-V with the def2-TZVPD basis set

Structure (XYZ):
```
62
Properties=species:S:1:pos:R:3:lowdin_charge:R:1
Se -1.11818 1.21189 -3.61685 0.011
Cu 1.04376 0.48644 -3.06568 0.006
S -2.83937 -3.95698 0.42901 1.042
P 0.07470 1.45477 1.98195 0.547
O 3.12897 2.02516 -2.06574 -0.166
O 0.49919 0.09319 1.51367 -0.295
O 0.90763 -2.42873 -2.36679 -0.098
N 2.78387 0.87059 -2.40182 -0.221
N -1.67525 -2.22606 -1.10582 0.081
N -0.99052 1.63385 3.28106 -0.308
N -0.61330 -2.42358 0.99878 0.107
N 1.36815 2.32189 2.59893 -0.315
N 1.66928 -1.29616 -2.56765 -0.099
N -0.65279 2.31268 0.77434 -0.297
C -4.22275 -2.89773 -3.64712 -0.081
C -1.04445 3.76876 1.00523 -0.082
C -4.64186 -4.20780 -1.68053 -0.122
C -2.71257 -2.73121 -1.83439 -0.320
C 3.65050 -0.18956 -2.27184 -0.309
C 5.05070 0.05591 -1.96154 -0.077
C -0.55139 1.98109 -0.64009 -0.227
C -3.12482 -2.32708 -3.08198 -0.030
C -1.57072 -2.73955 0.09713 -0.631
C 2.65519 2.20272 1.92894 -0.108
C -3.46406 -3.68204 -1.13759 -0.519
C 3.63126 -2.81586 -2.33990 -0.015
C -0.65574 0.90420 4.51533 -0.136
C -2.45850 1.36454 2.99561 -0.089
C 1.31026 3.45032 3.49638 -0.156
C -5.02200 -3.83803 -2.93987 -0.099
C 2.96969 -1.45587 -2.39932 -0.262
H 5.45499 -0.56863 -1.15407 0.067
H -3.06382 2.17408 3.46055 0.086
H -0.57040 -0.21015 4.35255 0.093
H 2.77780 2.98287 1.12787 0.097
H -4.45013 -2.56538 -4.65412 0.101
H -0.71788 -2.98868 1.84517 0.086
H -1.43509 1.10663 5.29401 0.091
H -0.14584 4.44883 0.84064 0.091
H -0.22848 -1.46999 1.12352 0.049
H 5.19201 1.14331 -1.81211 0.070
H -5.17991 -4.93304 -1.04960 0.105
H 0.31345 1.27452 4.85466 0.060
H 1.83911 3.21407 4.46892 0.086
H -2.65980 1.31627 1.92819 0.072
H -0.01543 -2.18773 -2.10295 0.054
H -2.58307 -1.51569 -3.58174 0.079
H -1.52471 2.00846 -1.13513 -0.013
H 4.12920 -3.06115 -3.28336 0.081
H 3.44367 2.37914 2.73097 0.095
H -5.89148 -4.24360 -3.37339 0.078
H 2.83080 1.25539 1.44910 0.065
H 1.91742 4.29759 3.15130 0.078
H 0.29847 3.76214 3.74305 0.063
H -1.32000 3.95450 2.08000 0.065
H 2.81047 -3.55092 -2.17768 0.074
H 5.65482 -0.21721 -2.85858 0.080
H 0.05935 2.70326 -1.20740 0.067
H -1.82466 4.05889 0.29388 0.077
H -0.17924 0.96829 -0.80742 0.028
H 4.33900 -2.85639 -1.48741 0.080
H -2.65551 0.39854 3.44876 0.063
```

## Properties
**LUMO level (alpha / beta)**: 2.263 / 2.263 eV
**Charge**: -1
**DFT total energy**: -6056.84841 hartree
**Spin multiplicity**: 2
**HOMO energy (alpha / beta)**: -3.68 / -3.41 eV
**Frontier orbital gap (alpha / beta)**: 5.95 / 5.68 eV
**Maximum force**: 0.053 hartree/bohr
**Relative energy (zero: lowest compared OMol25 entry of this formula, charge and spin)**: 4.1 kJ/mol


# 4
Molecular formula: C17H31FeIN3O8P2S
Method: DFT, ωB97M-V with the def2-TZVPD basis set

Structure (XYZ):
```
64
Properties=species:S:1:pos:R:3:lowdin_charge:R:1
I -1.20992 -1.16865 4.96924 0.748
Fe 0.29971 -0.58183 -0.26716 0.659
S -0.98084 2.32323 0.08546 0.317
P 2.90998 1.41925 -0.98468 0.603
P -0.13097 -1.07894 -2.78517 0.932
O -1.23056 0.95601 -0.55262 -0.476
O 2.05016 0.18896 -0.95754 -0.408
O 0.22054 -0.25066 1.85172 -0.027
O -1.70180 2.34771 1.37274 -0.358
O -1.42616 3.34813 -0.84749 -0.353
O 0.49244 2.40249 0.31447 -0.450
O -2.70902 -1.00720 0.47446 -0.064
O 2.02198 -3.15493 -0.35403 -0.193
N 0.50055 1.62740 3.08381 0.175
N -1.54403 -1.66778 0.12479 -0.072
N 0.86595 -2.69495 -0.06255 -0.183
C 2.21353 2.78104 -1.90841 -0.148
C 0.10672 0.34281 -3.90864 -0.355
C -1.41360 -2.88743 0.49635 -0.291
C -0.37470 2.66888 -4.35312 -0.083
C 0.96629 0.33040 -5.00571 -0.104
C -0.12295 -3.51400 0.23131 -0.312
C 4.46503 0.99464 -1.79724 -0.171
C -2.49441 -3.65335 1.19632 -0.009
C -1.79615 -1.65712 -3.27426 -0.248
C 0.95005 -2.37337 -3.48024 -0.271
C 1.14939 1.47454 -5.77419 -0.109
C -0.55456 1.53088 -3.58182 -0.095
C 0.47539 2.64418 -5.45208 -0.109
C 0.06542 -4.99746 0.31099 -0.055
C 3.35991 2.03593 0.64305 -0.161
C -0.19185 0.52784 2.70308 -0.660
C -1.50273 0.24839 3.38910 -0.551
H -3.41365 -3.07690 1.23721 0.070
H 5.13330 1.85482 -1.85410 0.048
H 1.99115 -2.07952 -3.34311 0.043
H 2.91482 3.61742 -1.92171 0.062
H -0.87986 3.58265 -4.06668 0.110
H 1.03862 1.96953 2.28696 0.069
H -1.95032 1.13195 3.82752 0.046
H 4.31438 2.56259 0.60426 0.051
H 0.74967 -2.58879 -4.53216 0.037
H -2.67831 -4.60170 0.68897 0.077
H 1.50424 -0.57277 -5.26621 0.084
H 2.00695 2.45589 -2.92860 0.041
H 3.44112 1.17879 1.31252 0.066
H 4.24256 0.63983 -2.80404 0.050
H -0.13173 -5.38285 1.31602 0.072
H 1.82300 1.45038 -6.62290 0.092
H -2.48106 -0.09703 0.15142 0.064
H -0.58959 -5.53784 -0.38023 0.070
H -1.86848 -1.85272 -4.34557 0.040
H -0.10333 2.36064 3.42768 0.104
H 0.80628 -3.27372 -2.88098 0.032
H -2.52514 -0.89904 -2.98680 0.044
H 2.56445 2.68979 0.99678 0.031
H -2.02036 -2.56558 -2.71253 0.034
H -2.17422 -0.21736 2.67561 0.036
H 1.10057 -5.21285 0.05273 0.059
H -1.16381 1.57985 -2.68517 0.078
H 1.28392 3.07560 -1.41510 0.037
H -2.17252 -3.88583 2.21437 0.085
H 4.94388 0.18787 -1.24271 0.056
H 0.62366 3.53756 -6.04676 0.094
```

## Properties
**LUMO level (alpha / beta)**: 2.292 / 2.291 eV
**Charge**: -1
**DFT total energy**: -4075.04811 hartree
**Spin multiplicity**: 5
**HOMO energy (alpha / beta)**: -4.35 / -4.34 eV
**Frontier orbital gap (alpha / beta)**: 6.64 / 6.63 eV
**Maximum force**: 0.010 hartree/bohr
**Relative energy (zero: lowest compared OMol25 entry of this formula, charge and spin)**: 0.0 kJ/mol


Among the records above, which one has the lowest DFT total energy?
C17H31CuN7O3PSSe